1.
This record from the OMol25 dataset describes a cluster of 31 separate species, C11H84NO30 in total at a distorted geometry. The level of theory is the ωB97M-V functional and the def2-TZVPD basis.

Calculated values
Net charge ... +1
HOMO ... -10.606 eV
DFT total energy ... -75668.2283 eV
Energy above the lowest of the compared OMol25 structures with the same formula, charge and spin ... 67.1 kcal/mol
HOMO-LUMO gap ... 0.3016 Eh

Last column: Mulliken charge in e.
Element x y z (Å)
C1 -43.554 30.651 16.574  -0.49
C2 -43.592 31.246 18.023  -1.50
C3 -44.395 30.484 19.063  1.17
C4 -44.701 31.217 20.359  -1.44
N1 -45.742 30.832 21.320  1.67
C5 -45.319 31.094 22.643  0.02
C6 -44.361 30.034 23.105  0.19
C7 -44.682 28.844 22.233  -0.46
C8 -45.838 29.283 21.376  -2.56
C9 -47.091 31.447 20.995  -1.11
C10 -47.930 30.860 19.833  2.35
C11 -49.254 31.828 19.740  -0.71
H1 -44.410 30.597 16.231  0.14
H2 -43.328 29.581 16.639  0.42
H3 -43.053 31.160 15.760  -0.29
H4 -43.965 32.201 18.020  0.79
H5 -42.628 31.276 18.330  0.53
H6 -43.723 29.414 19.244  0.12
H7 -45.469 30.367 18.676  -0.67
H8 -44.930 32.139 19.988  1.05
H9 -43.520 31.049 20.775  0.11
H10 -46.164 30.905 23.488  -0.35
H11 -44.856 32.114 22.663  0.27
H12 -44.652 29.868 24.206  -0.19
H13 -43.137 30.420 23.024  -0.32
H14 -44.840 27.936 22.689  0.87
H15 -43.734 28.671 21.723  0.16
H16 -46.741 29.054 21.839  0.94
H17 -45.674 28.796 20.639  1.32
H18 -46.907 32.615 20.859  -0.31
H19 -47.670 31.490 21.847  0.65
H20 -48.191 29.750 19.866  -0.24
H21 -47.140 30.758 19.009  -1.47
H22 -49.866 31.346 18.849  0.03
H23 -49.156 32.992 19.692  0.27
H24 -49.880 31.658 20.720  0.29
O1 -46.862 28.411 24.919  -0.65
H25 -46.188 28.356 25.564  0.22
H26 -47.219 29.279 25.158  0.36
O2 -44.566 32.164 25.790  -0.67
H27 -43.733 31.647 25.597  0.39
H28 -44.175 33.189 25.843  0.32
O3 -42.716 34.303 16.468  -0.64
H29 -43.211 34.023 15.705  0.31
H30 -41.846 34.892 16.040  0.33
O4 -42.009 31.272 25.507  -0.79
H31 -41.682 32.062 25.949  0.36
H32 -41.616 30.460 26.160  0.38
O5 -47.171 33.583 17.343  -0.59
H33 -46.574 34.145 16.689  0.28
H34 -47.318 32.723 16.883  0.27
O6 -44.259 28.118 26.391  -0.65
H35 -44.390 27.120 26.643  0.32
H36 -44.681 28.629 27.054  0.33
O7 -46.094 34.920 22.026  -0.69
H37 -46.459 34.960 21.098  0.35
H38 -45.158 34.715 22.163  0.41
O8 -47.222 25.987 23.141  -0.77
H39 -46.452 26.193 22.569  0.44
H40 -47.107 26.807 23.776  0.40
O9 -43.407 34.353 21.734  -0.54
H41 -43.338 34.914 21.014  0.27
H42 -42.875 34.760 22.417  0.25
O10 -49.365 27.462 19.342  -0.48
H43 -49.233 26.562 19.147  0.29
H44 -48.827 27.876 18.731  0.19
O11 -44.132 31.819 12.569  -0.60
H45 -43.356 31.642 13.070  0.28
H46 -43.621 31.597 11.814  0.37
O12 -40.776 29.188 18.677  -0.63
H47 -40.491 28.274 18.925  0.29
H48 -40.696 29.035 17.639  0.42
O13 -49.530 27.373 22.170  -0.65
H49 -49.570 27.235 21.176  0.42
H50 -48.674 26.990 22.327  0.28
O14 -40.088 32.376 23.436  -0.67
H51 -40.761 31.668 23.900  0.39
H52 -39.175 32.478 23.937  0.31
O15 -50.721 31.682 23.137  -0.65
H53 -49.947 32.290 23.514  0.33
H54 -51.502 32.170 23.145  0.30
O16 -45.383 25.916 21.039  -0.60
H55 -45.601 24.883 21.079  0.27
H56 -44.776 26.075 20.429  0.25
O17 -48.547 32.646 24.328  -0.64
H57 -48.036 33.464 24.334  0.30
H58 -48.293 32.255 25.216  0.25
O18 -47.405 31.105 15.977  -0.57
H59 -46.796 30.637 15.326  0.26
H60 -48.032 31.335 15.336  0.25
O19 -51.116 29.810 16.532  -0.68
H61 -50.674 30.753 16.577  0.32
H62 -50.706 29.476 15.642  0.30
O20 -51.039 32.858 15.892  -0.65
H63 -51.893 32.726 15.461  0.32
H64 -51.450 32.742 16.771  0.34
O21 -40.708 28.427 16.066  -0.71
H65 -41.466 28.713 15.589  0.40
H66 -39.902 28.496 15.471  0.31
O22 -51.612 29.389 21.437  -0.68
H67 -51.002 28.675 21.454  0.35
H68 -51.343 30.171 22.151  0.33
O23 -52.561 30.077 18.801  -0.67
H69 -52.395 29.706 19.668  0.36
H70 -51.920 29.588 18.017  0.38
O24 -42.460 25.956 23.234  -0.57
H71 -43.137 25.320 23.184  0.30
H72 -42.235 26.244 22.451  0.25
O25 -47.249 28.783 17.608  -0.52
H73 -47.619 28.205 16.970  0.30
H74 -47.316 29.595 17.169  0.23
O26 -45.762 30.012 14.047  -0.72
H75 -44.984 29.372 14.283  0.26
H76 -45.470 30.771 13.487  0.37
O27 -42.946 28.485 14.235  -0.60
H77 -42.995 27.527 13.869  0.33
H78 -42.568 28.730 13.465  0.25
O28 -46.172 35.332 19.375  -0.65
H79 -46.487 34.652 18.844  0.39
H80 -46.751 36.179 19.129  0.33
O29 -47.746 30.223 25.943  -0.53
H81 -48.339 30.421 26.699  0.28
H82 -46.920 29.706 26.222  0.22
O30 -41.675 32.048 13.761  -0.70
H83 -40.679 32.383 13.400  0.33
H84 -41.683 32.529 14.613  0.27

Cartesian forces, eV/Å:
5.9 -0.5 4.2
-1.2 -1.6 -1.3
-1.5 -4.3 -0.9
6.3 -2.0 0.3
-1.4 -3.5 -2.4
-0.2 2.0 4.7
3.1 0.9 2.3
1.9 1.9 -0.2
-0.1 5.4 8.5
0.5 2.3 -1.8
1.1 0.5 -0.4
-0.8 -1.5 -0.2
-8.8 -0.2 -3.0
0.8 0.2 -0.1
1.0 0.2 0.5
-0.8 2.7 -0.4
3.1 0.4 1.2
-2.5 2.6 -0.4
1.8 -1.0 -0.3
-0.2 3.1 0.0
-3.5 1.5 0.2
1.1 1.3 -2.7
-0.9 -0.7 0.4
1.2 0.1 -1.6
-3.6 -1.3 0.3
-0.8 -1.8 1.5
-0.3 -0.1 -1.0
-1.7 -0.3 0.7
0.8 -4.9 -10.5
0.0 -2.4 -0.2
-1.0 -0.6 2.3
-0.2 1.6 0.9
-1.9 1.1 0.2
0.9 1.5 1.9
0.5 -2.3 -0.4
1.2 0.0 -1.9
0.3 -1.3 -1.8
2.0 -1.2 0.6
-1.5 -1.4 -2.8
2.2 3.6 0.0
-1.0 0.6 0.2
-1.7 -4.2 -0.2
4.4 2.6 -1.3
-0.4 0.0 -0.7
-4.0 -2.6 1.8
1.9 -3.7 2.6
0.2 0.2 0.1
-1.7 3.3 -2.8
1.9 1.5 -2.1
-2.0 -2.0 1.9
0.3 0.6 0.3
0.1 -3.4 -0.6
0.4 2.9 -0.6
-0.4 0.6 1.4
-1.7 0.0 0.5
1.7 0.0 1.1
-0.2 0.0 -1.2
1.3 2.9 1.3
-0.6 -0.5 0.0
-0.7 -2.2 -1.1
-0.2 -1.9 2.3
0.1 1.8 -2.5
0.3 0.0 0.2
-1.8 -0.1 1.9
0.0 -2.0 -0.2
1.9 2.0 -1.9
-0.8 0.0 0.1
1.0 0.3 2.5
-0.4 -0.1 -2.7
0.6 -1.9 -2.4
-0.3 1.2 0.2
-0.3 0.7 2.5
-0.6 0.1 -2.2
-0.2 0.5 1.5
0.8 -0.6 0.8
0.1 -1.7 2.4
3.1 2.6 -1.2
-3.2 -0.9 -1.2
3.8 0.1 0.7
-2.2 -1.8 -0.9
-2.0 1.5 0.1
-5.0 -4.3 4.6
0.9 3.5 -0.4
4.2 0.7 -4.4
1.0 -0.2 1.9
0.0 0.2 -0.4
-0.5 0.3 -1.7
2.0 -1.2 0.1
0.3 0.3 0.9
-2.3 0.9 -1.1
3.0 1.8 -2.9
-1.4 -2.5 0.0
-1.3 0.6 2.5
-1.2 -0.5 1.0
0.2 0.1 -1.1
1.0 0.3 0.4
2.8 -0.4 -0.3
-1.1 0.4 -1.0
-1.7 0.0 1.1
-0.6 4.0 2.0
1.1 -0.6 0.7
-0.4 -3.3 -2.6
2.1 -1.3 -4.0
0.6 -0.4 0.4
-2.7 1.8 3.8
-0.4 -1.0 6.8
-1.2 -1.1 -0.4
1.6 2.1 -6.4
0.5 -1.6 1.7
-0.4 -1.2 -1.0
-0.2 2.5 -1.0
1.2 -1.3 0.7
-1.8 2.2 -1.0
0.5 -1.0 0.3
-2.0 -4.4 2.0
-0.5 1.5 2.0
2.3 3.0 -4.1
-0.9 5.0 0.8
-1.2 -2.2 -2.0
1.9 -2.9 0.7
0.3 2.0 2.5
0.7 -0.6 -0.4
-1.9 2.3 1.7
4.7 1.8 -0.8
-4.2 -1.5 1.2
-0.2 -0.4 -0.3

***

2.
This record from the OMol25 dataset describes the ion C4H9N4S with charge +1 at a distorted geometry. The level of theory is the ωB97M-V functional and the def2-TZVPD basis.

Calculated values
Net charge ... +1
HOMO ... -12.089 eV
DFT total energy ... -21082.6349 eV
Energy above the lowest of the compared OMol25 structures with the same formula, charge and spin ... 25.9 kcal/mol
HOMO-LUMO gap ... 0.2959 Eh
SMILES string ... NC(=[NH2+])N/C=C\C(N)=S

Last column: Mulliken charge in e.
Element x y z (Å)
N1 1.419 -0.351 -1.420  -0.31
C1 1.602 -0.324 -0.072  0.41
N2 2.470 -1.047 0.599  -0.49
N3 1.099 0.734 0.600  -0.20
C2 -0.041 1.562 0.431  -0.46
C3 -1.299 1.169 0.114  -0.53
C4 -1.762 -0.195 -0.014  0.91
N4 -3.039 -0.384 -0.215  -0.40
S1 -0.724 -1.492 0.171  -0.37
H1 1.527 -1.265 -1.851  0.26
H2 1.043 0.418 -1.959  0.25
H3 2.096 -1.308 1.409  0.24
H4 3.010 -1.848 0.142  0.30
H5 1.619 1.060 1.366  0.24
H6 0.153 2.437 0.896  0.48
H7 -2.120 1.865 0.285  0.25
H8 -3.439 -1.389 -0.236  0.25
H9 -3.614 0.357 -0.244  0.19

Cartesian forces, eV/Å:
1.4 -0.9 1.2
-1.5 2.5 -3.0
3.1 -1.9 -4.2
-0.9 0.8 -0.7
-1.1 -4.0 -0.8
0.4 0.7 0.7
1.9 -1.1 -0.2
0.3 -5.1 0.0
-1.0 -0.8 0.3
-0.1 0.5 -0.2
-0.1 -0.2 0.4
-1.4 -1.3 4.6
-1.1 1.8 0.6
1.1 0.2 1.0
0.2 3.1 0.9
0.5 0.4 -0.3
1.0 2.5 0.1
-2.7 2.9 -0.2